# 1
The following is a quantum chemistry calculation of a 3-piece molecular cluster, C2H5NO3 overall in a non-equilibrium geometry, from OMol25.

Structure (XYZ):
```
11
Properties=species:S:1:pos:R:3:nbo_charge:R:1
H 2.3245 -0.4585 -0.6507 0.38
C -0.9026 -0.2253 1.1599 0.99
H -1.0429 0.1419 -2.1117 -0.10
H 2.1772 1.0073 -1.5692 0.41
N 1.7917 0.3759 -0.8865 -0.78
C 0.5522 0.5677 -0.4787 0.35
O -1.7501 0.5893 0.9585 -0.58
O 0.2672 -0.3596 0.5144 -0.55
H -1.8227 -1.1413 2.5339 0.50
O -0.9651 -1.1897 2.0881 -0.67
H -0.6295 0.6923 -1.5581 0.05
```

**Energy**: -9785.006 eV
**Net charge**: 0
**LUMO level**: 0.7 eV
**Gap between HOMO and LUMO**: 9.23 eV
**Energy above the lowest of the compared OMol25 structures with the same formula, charge and spin**: 3.183 eV
**HOMO level**: -8.6 eV


# 2
The following is a quantum chemistry calculation of a 14-piece molecular cluster, C3H36NO13S2 overall in a non-equilibrium geometry, from OMol25.

Structure (XYZ):
```
55
Properties=species:S:1:pos:R:3:nbo_charge:R:1
O -3.2995 -3.6420 0.3596 -0.99
O -0.7737 1.8557 0.2488 -0.98
H 1.0100 -5.7539 1.0897 0.47
H 3.4420 -3.4252 -0.6513 0.50
H -2.7017 2.8649 2.0299 0.49
H -5.9641 -1.2942 -1.1779 0.47
N 2.0147 1.6350 0.0487 -0.75
S 0.0664 -0.6512 -3.1299 0.50
C -1.5387 0.2299 -2.9726 -0.81
H 1.2709 -5.9081 -0.3915 0.48
H -1.8702 0.9516 -3.6894 0.25
H 3.3005 2.9057 -1.3012 0.25
H 0.4048 -0.9551 1.0401 0.50
C 1.1884 3.4624 -1.4179 -0.61
O 2.7461 1.9874 3.2182 -0.98
H 2.2377 1.7759 1.0362 0.44
S 1.7433 4.0495 -2.9949 -0.01
H 2.6870 3.4476 0.2389 0.21
H 0.7410 4.3031 -0.8300 0.24
O -2.5832 1.9303 2.2231 -0.94
H -1.4084 1.7703 1.0303 0.52
H -2.1539 1.9073 3.0862 0.50
O -1.1345 -1.9750 0.4453 -0.99
H -1.4926 0.9268 -2.0749 0.23
H 0.7516 1.2870 2.4474 0.47
H -0.0065 -1.1394 -1.0150 0.50
H 0.2307 2.9553 -1.4863 0.27
H -3.2146 -2.8893 0.9559 0.50
H 1.0177 -1.3824 2.7524 0.50
O -3.5837 -0.9838 1.8820 -0.95
H -2.7966 -0.6118 1.4859 0.47
C 2.4389 2.9086 -0.6654 -0.22
H 1.8665 -0.9171 4.0556 0.47
H 0.8374 3.5222 -3.8625 0.15
H 1.6707 -1.7948 0.6160 0.52
O 0.5657 -0.5230 -1.5727 -0.91
H 2.3090 0.7543 -0.3968 0.46
O 2.9288 -3.0440 0.0639 -0.98
H -0.9360 -2.9315 0.3633 0.51
H 2.7801 -3.7308 0.7174 0.50
O 1.0325 -1.2653 3.7425 -0.99
O -0.0620 0.9699 2.8193 -0.99
H -4.1840 -3.9954 0.4384 0.49
H -1.8472 -1.8571 -0.2283 0.50
H 3.2248 1.2292 3.5619 0.49
H 0.8885 1.5937 0.1009 0.49
H 2.2299 2.3905 3.9306 0.50
O 1.7215 -5.7642 0.4453 -0.95
H 0.2049 0.4041 3.5402 0.50
H -3.6630 -0.6950 2.7906 0.49
H -1.0324 0.9959 -0.1177 0.47
H -4.7341 -1.7143 -1.6641 0.46
O 1.3767 -1.0339 1.1455 -1.00
O -5.0369 -1.0726 -0.9903 -0.92
H -2.2701 -0.6272 -3.0060 0.23
```

**Energy**: -53466.330 eV
**Net charge**: +1
**LUMO level**: -2.6 eV
**Gap between HOMO and LUMO**: 8.91 eV
**Energy above the lowest of the compared OMol25 structures with the same formula, charge and spin**: 0.000 eV
**HOMO level**: -11.5 eV


# 3
The following is a quantum chemistry calculation of a 6-piece molecular cluster, C18H47NO6 overall in a non-equilibrium geometry, from OMol25.

Structure (XYZ):
```
72
Properties=species:S:1:pos:R:3:lowdin_charge:R:1
H 1.3350 2.4591 -0.8220 0.04
O -2.0428 0.4893 1.6998 -0.12
H 1.0329 4.5518 0.1637 0.11
H -0.0591 -5.0155 -0.8891 0.13
C -3.2635 -1.4808 1.0467 -0.05
H 2.9605 -1.9706 -1.9297 0.05
O -1.9232 1.1712 -0.8680 -0.15
H 2.3291 3.6169 -1.7252 0.07
H -0.5808 -0.9386 -0.0280 0.07
H 1.7597 -5.4135 -2.6504 0.11
H -2.2910 0.7711 0.7853 0.04
O 2.2094 0.7387 0.4312 -0.13
C 1.0293 -3.4372 0.0673 -0.47
C 2.4068 -3.0078 0.5471 -0.01
C -2.8697 1.7141 -1.7758 -0.12
H -3.8264 -0.0978 2.6212 0.10
H 0.5635 -4.2652 2.0830 0.06
H -2.9497 4.8545 1.1312 0.06
H 1.9469 2.2987 2.4290 0.06
H -2.3718 -0.8645 3.0562 0.11
C 1.2991 3.3370 -1.4725 -0.09
H -0.8249 4.0764 0.2628 0.01
H 1.9141 -0.2327 0.2652 0.07
C 0.1311 -3.6294 1.3733 -0.02
H -1.3612 1.8422 -0.4768 0.07
H -3.1983 -0.8921 0.1236 0.07
C -2.9073 -0.5004 2.1705 -0.32
C 1.7037 -4.5070 -2.0574 -0.19
C -3.0725 4.3531 2.0833 -0.08
H -1.2895 5.1440 2.9446 0.12
H 1.2336 -3.3192 -3.8775 0.14
H 0.8199 3.1378 -2.5092 0.10
C -1.7463 4.1284 2.8372 -0.29
H 2.5922 -2.0021 0.9116 0.07
C 3.0796 0.7420 1.5446 -0.35
O -0.8162 4.2886 -0.6679 -0.09
H -3.7031 4.9776 2.7824 0.09
H -0.0937 -3.9588 -2.8441 0.10
C 1.0000 -4.7307 -0.7307 -0.14
H 2.1181 -0.4455 -1.8096 0.07
H 1.5185 -5.5623 -0.1781 0.14
C 0.8590 -3.4837 -2.8212 -0.14
H -0.9009 -3.9812 1.1999 0.08
C 0.7251 -2.1606 -2.0797 -0.52
H -0.5820 -0.4840 -2.0827 0.04
O 0.3465 -1.1509 -0.0051 -0.05
H -2.8477 1.0648 -2.6175 0.06
H -2.5060 -2.2557 0.8817 0.06
C 0.5885 4.5042 -0.8287 -0.31
C 2.0841 -1.4546 -2.2028 -0.01
H -2.7189 2.7944 -1.9933 0.09
H -4.2913 -1.8390 1.1708 0.08
H 3.3516 2.9012 1.3804 0.10
H 2.2538 -1.2717 -3.3008 0.11
H 4.1228 0.5108 1.3946 0.10
H 0.1096 -2.6506 1.7793 0.06
H -1.8336 3.6793 3.8200 0.11
H 2.7023 0.0267 2.2095 0.09
H 0.7379 5.4174 -1.3321 0.09
H -1.0446 2.4181 2.0327 0.08
C 2.9891 2.1274 2.1369 -0.09
H 2.6385 -3.5131 1.4489 0.07
H -3.5248 3.3875 1.8257 0.07
H 3.1851 -3.2392 -0.2037 0.08
H -0.3375 -1.0767 -3.7535 0.11
H -3.9516 1.7311 -1.4237 0.10
O -0.8077 3.3771 2.0657 -0.12
N 0.2714 -2.4165 -0.7115 -0.05
H 2.7591 -4.2026 -1.8546 0.11
H 3.5950 2.1758 3.0685 0.08
C -0.4481 -1.3509 -2.6598 -0.02
H -1.3166 -2.0058 -2.5926 0.09
```

**SMILES**: CC1(C)CCCC(C)(C)N1O.CCO.CCO.CCO.CCO.CO
**Energy**: -33200.128 eV
**Net charge**: 0
**LUMO level**: 0.8 eV
**Gap between HOMO and LUMO**: 9.75 eV
**Energy above the lowest of the compared OMol25 structures with the same formula, charge and spin**: 1.849 eV
**HOMO level**: -8.9 eV


# 4
The following is a quantum chemistry calculation of an isolated molecule of C4H6O2 in a non-equilibrium geometry, from OMol25.

Structure (XYZ):
```
12
Properties=species:S:1:pos:R:3:nbo_charge:R:1
O 1.4483 -1.1385 0.7655 -0.70
H -1.5564 -1.2340 -0.5096 0.23
C -0.9711 -0.6563 0.2107 -0.54
C 0.3826 0.9848 -0.2514 -0.59
H 0.4934 0.7289 -1.3179 0.27
C 0.5402 -0.5533 -0.1035 0.13
C -1.0945 0.8700 0.0725 0.61
O -2.0209 1.6351 0.1192 -0.51
H -1.1519 -1.0146 1.2260 0.25
H 1.0390 1.8121 0.0383 0.24
H 0.7210 -0.9374 -1.1413 0.13
H 2.1922 -0.5348 0.8678 0.48
```

**SMILES**: O=C1CC(O)C1
**Energy**: -8338.211 eV
**Net charge**: 0
**LUMO level**: 0.6 eV
**Gap between HOMO and LUMO**: 10.38 eV
**Energy above the lowest of the compared OMol25 structures with the same formula, charge and spin**: 2.250 eV
**HOMO level**: -9.7 eV


# 5
The following is a quantum chemistry calculation of a 8-piece molecular cluster, C30H43N8O13 overall in a non-equilibrium geometry, from OMol25.

Structure (XYZ):
```
94
Properties=species:S:1:pos:R:3:lowdin_charge:R:1
H 37.5590 44.3110 45.9460 0.06
H 37.8480 36.2890 42.9820 0.03
C 40.9220 42.4690 38.9100 0.10
C 38.9470 36.1520 40.1640 -0.07
H 38.6070 41.2370 43.8740 0.15
H 44.9460 39.2130 46.0580 0.02
C 41.5470 43.0930 44.2990 -0.05
N 42.9430 43.0470 44.5140 -0.18
H 44.2650 32.7940 47.4180 0.11
H 37.1890 42.9830 47.2640 0.12
H 42.6070 41.5080 41.9300 0.10
C 36.7640 40.9980 45.9670 -0.09
H 41.3110 32.3260 45.4270 0.11
H 43.7580 37.9450 44.2190 0.13
O 42.5750 31.1980 46.6530 -0.05
O 41.2990 37.2470 44.4810 -0.06
O 47.7230 41.4110 47.4880 0.02
H 42.8520 41.0640 45.4440 0.01
H 39.0510 36.6350 39.1800 0.10
N 38.8430 41.2800 37.7690 -0.38
H 44.7510 43.8660 44.2560 0.12
C 44.4900 33.1400 46.3450 -0.02
C 45.1770 38.8050 46.9410 0.09
H 45.3360 39.6530 43.4780 0.04
C 42.1700 32.1690 45.9740 -0.32
C 46.3110 39.4420 47.5780 -0.13
H 41.1640 39.3590 41.7350 0.14
H 40.7540 43.2250 38.0960 0.09
C 45.9910 38.0360 49.7810 0.02
O 36.2860 38.1510 41.2250 -0.10
H 43.5190 37.4390 47.3010 0.04
C 45.5640 39.1290 41.3270 -0.05
N 43.0830 33.1370 45.7900 -0.17
H 46.3020 38.0250 50.8360 0.06
H 37.3420 40.5370 46.9870 0.13
H 39.1820 39.2400 39.9590 0.12
H 36.8320 40.1910 45.1590 0.09
C 38.2500 42.2060 44.3800 -0.23
H 35.9810 43.8320 46.1200 0.08
H 43.8870 41.9280 46.1250 0.07
C 38.3430 36.9160 42.4620 0.01
N 41.1620 38.3890 44.8820 -0.64
H 35.6960 41.2980 46.3740 0.10
H 46.4110 39.8650 41.0850 0.11
H 45.0070 34.1480 46.2050 0.10
H 39.9880 36.3120 40.6100 0.09
H 36.9340 37.4450 39.3820 0.17
C 41.9380 42.4480 40.0930 -0.06
O 38.0830 40.2880 37.7340 0.04
O 42.3110 35.8080 39.8380 0.04
O 46.7170 40.7130 45.6880 0.04
N 46.9780 40.5750 46.8690 -0.33
H 45.2810 38.5620 39.1400 0.13
C 43.4240 37.1430 42.0320 0.05
N 38.1000 36.8170 41.0440 -0.20
H 42.6280 34.4820 44.0800 0.02
C 39.8540 40.2440 39.9830 0.03
C 45.0060 39.0290 42.7130 -0.10
O 38.5520 43.3250 43.8730 -0.06
H 41.3710 42.8990 43.2200 0.09
C 42.6060 34.3990 45.0890 -0.04
C 43.9300 37.1000 40.6560 -0.11
C 41.8890 41.4390 41.0630 -0.11
H 45.0000 32.3560 45.8600 0.06
N 37.3620 42.2790 45.4970 -0.25
C 44.0370 38.1030 43.0640 -0.05
C 44.6960 37.4500 49.0960 -0.07
C 43.4500 41.7870 45.1760 0.01
N 43.4800 36.2130 39.6530 -0.37
C 36.9970 43.4530 46.1950 -0.09
H 43.3930 35.1990 45.3570 0.09
H 38.2230 37.9490 42.8570 0.11
O 41.6040 38.5740 46.0150 -0.06
H 38.8540 35.0680 40.2220 0.09
O 38.7370 42.3460 37.1020 0.02
H 47.5390 39.9250 49.4030 0.08
C 44.3470 37.7670 47.8030 -0.02
H 44.3200 41.4920 44.5240 0.09
H 42.7420 36.4580 42.3410 0.04
O 40.5750 39.3140 44.2620 -0.07
C 43.7360 43.8830 43.9750 -0.39
C 44.8840 38.3340 40.2540 0.03
C 40.9570 40.2910 40.9330 -0.08
H 44.1360 36.8310 49.7680 0.08
O 44.1850 35.9430 38.6830 0.07
C 46.7070 39.2890 49.0500 0.06
O 43.3860 44.7750 43.1680 -0.04
H 39.3740 36.8160 42.7220 0.07
H 41.6590 34.8530 45.4830 0.09
H 42.6280 43.2800 40.2000 0.09
C 37.1390 37.4500 40.5330 -0.36
C 39.7740 41.3260 38.8050 -0.09
H 40.9520 42.5910 45.0080 0.06
H 41.4410 44.2630 44.6280 0.16
```

**Energy**: -70321.529 eV
**Net charge**: -1
**LUMO level**: 0.5 eV
**Gap between HOMO and LUMO**: 7.07 eV
**Energy above the lowest of the compared OMol25 structures with the same formula, charge and spin**: 0.333 eV
**HOMO level**: -6.5 eV


# 6
The following is a quantum chemistry calculation of an isolated molecule of C3H3NOS in a non-equilibrium geometry, from OMol25.

Structure (XYZ):
```
9
Properties=species:S:1:pos:R:3:nbo_charge:R:1
H 1.7110 -1.5996 0.0101 0.22
S -2.8241 -0.2062 -0.0073 -0.16
H -0.6710 1.8391 -0.0822 0.44
O -0.3963 -1.3100 0.0168 -0.43
N -0.3508 0.8430 0.0641 -0.57
H 1.8620 1.0613 -0.0764 0.24
C 0.9644 0.4607 -0.0102 -0.11
C 0.9242 -0.8790 -0.0012 0.05
C -1.2195 -0.2093 0.0863 0.31
```

**SMILES**: S=c1[nH]cco1
**Energy**: -17531.730 eV
**Net charge**: 0
**LUMO level**: 0.6 eV
**Gap between HOMO and LUMO**: 8.87 eV
**Energy above the lowest of the compared OMol25 structures with the same formula, charge and spin**: 0.210 eV
**HOMO level**: -8.2 eV